Entry 1:
Here is 10 unconnected molecules or ions with the total composition C20H53N7O13 in a non-equilibrium geometry from the Open Molecules 2025 dataset. Energies are from wB97M-V/def2-TZVPD.

Structure (XYZ):
```
93
Properties=species:S:1:pos:R:3:forces:R:3
O 1.056 -0.525 1.215 0.06 0.45 0.30
O -1.702 -5.783 2.999 0.10 -0.84 -1.23
O -0.841 5.483 -3.976 0.41 0.70 -0.27
O -1.725 1.563 -6.852 0.14 1.01 1.63
O 4.929 -1.914 1.989 -0.45 0.91 0.62
O -0.073 -3.496 1.896 0.93 -0.24 0.07
O -3.692 -0.812 3.613 0.27 -0.05 -1.32
O -0.275 1.285 -0.630 -0.86 -0.33 0.06
O -3.158 0.701 -2.006 -0.61 1.35 2.37
O 4.894 -6.286 0.836 -0.43 1.01 -0.93
O 5.425 0.971 2.797 -1.31 -0.61 0.14
O 2.916 5.577 0.690 0.03 -0.11 0.14
O -1.114 2.547 5.864 2.21 1.69 1.94
N -2.362 0.923 5.239 -1.64 -2.38 -0.25
N -0.725 -0.143 -6.010 1.10 -3.63 0.28
N 4.723 -5.572 -1.297 -0.30 0.19 0.69
N 3.103 3.547 1.590 0.21 -1.10 0.53
N -4.763 0.791 2.616 -1.20 1.95 -0.53
N -1.691 6.747 -2.354 -0.93 2.74 1.67
N -3.833 0.320 -4.061 -0.75 -0.23 -1.40
C -1.531 1.875 4.967 0.33 2.39 -0.90
C -1.093 -5.740 1.695 1.15 1.93 -0.59
C -1.016 1.122 -5.934 -0.90 2.34 -0.38
C 3.157 -4.631 0.500 0.75 -1.44 -1.43
C -3.953 -0.236 2.539 1.04 -3.24 0.08
C 4.193 -1.177 2.993 -0.52 -0.09 0.34
C 0.629 0.303 -1.089 1.47 -1.03 1.60
C -1.314 2.256 3.536 -0.51 0.00 -1.52
C 4.366 -5.508 0.029 -0.32 -0.83 1.44
C -3.230 -0.062 -2.922 1.93 -0.85 -0.51
C -0.467 1.807 -4.652 0.07 0.61 -0.80
C -2.463 -1.381 -2.856 -0.05 0.96 -0.40
C 2.782 4.363 0.581 -0.11 1.50 -0.18
C 4.122 0.311 2.621 1.41 -0.14 -1.07
C -0.917 -4.330 1.118 -2.19 0.30 0.73
C -1.443 5.613 -2.919 1.09 -3.62 -1.88
C 2.161 3.836 -0.662 -0.95 -0.60 -1.24
C -3.413 -0.716 1.159 0.30 1.12 0.41
C 0.840 -0.964 -0.094 -1.11 2.13 -1.95
C -1.854 4.329 -2.261 -0.86 -0.21 -0.03
H 3.200 -1.605 3.132 -0.49 0.14 -0.61
H 0.579 1.566 -4.460 0.21 -0.18 -0.48
H -0.929 1.470 -3.724 -0.63 -0.10 -0.26
H -1.495 -5.029 3.557 0.36 0.11 -0.31
H 1.534 0.889 -1.247 0.57 -0.71 -0.49
H 5.915 0.500 2.119 0.68 0.17 0.05
H -3.810 -1.631 0.720 -0.53 0.04 0.56
H 4.606 -1.383 3.981 0.62 0.59 0.10
H 1.432 4.588 -0.966 0.23 0.18 -0.12
H -1.873 -3.817 1.215 -0.56 -0.13 -0.74
H -0.593 -3.335 2.686 0.22 0.38 0.20
H 4.980 -2.807 2.337 0.20 -0.24 -0.22
H -0.961 3.721 -2.115 -0.12 0.06 0.29
H -1.394 -1.186 -2.763 0.22 0.53 -0.68
H -0.332 2.044 3.112 0.06 -0.39 0.36
H -2.629 -1.931 -3.782 -0.04 -0.79 0.66
H -4.269 1.231 -4.059 0.29 -0.04 0.08
H -5.042 1.035 3.556 -0.19 0.10 -0.22
H 3.978 0.344 1.541 -0.40 -0.36 -0.26
H 3.312 0.944 2.983 0.20 -0.46 0.89
H 3.275 2.565 1.427 -0.17 0.20 0.14
H -0.525 2.893 -4.723 -0.20 -0.04 -0.02
H 2.888 -3.932 -0.292 0.07 0.66 0.57
H 2.340 -5.353 0.485 -0.16 -0.20 -0.03
H -2.471 4.403 -1.366 0.29 0.06 0.22
H -1.618 -6.296 0.918 -0.55 -0.31 0.67
H 5.235 -6.414 -1.520 0.08 0.31 -0.17
H 2.840 3.685 -1.501 0.38 0.35 0.18
H 0.261 -0.198 -1.985 0.07 0.50 -0.32
H -0.639 -4.377 0.065 0.42 0.15 0.16
H -2.410 0.647 6.209 -0.41 0.00 -0.31
H 3.210 -4.330 1.546 0.37 0.48 -0.41
H 3.444 3.972 2.440 0.17 -0.12 -0.24
H -2.556 -1.795 -1.852 -0.98 -0.76 -0.40
H -2.418 6.780 -1.654 0.45 0.35 0.01
H 0.137 -0.525 -5.649 -0.33 -0.17 0.39
H -3.539 -0.016 -4.967 -0.12 -0.20 0.21
H -0.145 -1.394 -0.276 -0.18 -0.78 0.76
H -0.287 1.283 0.330 0.10 -0.15 0.21
H 1.603 -1.661 -0.440 0.11 0.18 -0.27
H -5.105 1.322 1.828 0.22 -0.14 0.13
H 4.355 -4.986 -2.032 -0.15 -0.12 0.28
H -2.077 1.782 2.919 0.19 -0.40 -0.24
H -2.459 3.804 -3.000 0.05 -0.15 0.00
H -1.473 3.309 3.305 0.08 0.21 0.77
H 1.065 -1.295 1.788 -0.14 -0.27 0.10
H 1.573 2.918 -0.657 0.19 -0.20 0.78
H -0.041 -6.006 1.594 0.18 -1.19 1.10
H -3.495 0.077 0.416 -0.24 0.01 -0.13
H -1.266 -0.698 -6.657 0.47 0.12 -0.24
H -1.290 7.584 -2.754 -0.35 -0.05 0.04
H -2.339 -0.892 1.222 0.08 -0.01 0.43
H -2.932 0.542 4.498 0.11 -0.94 0.62
```
Positions in Å, forces in eV/Å.

Properties
HOMO energy (spin up / spin down) ... 0.1 / -7.5 eV
Energy ... -58647.0207 eV
HOMO-LUMO gap (spin up / spin down) ... 1.98 / 9.50 eV
F_max ... 4.22 eV/A
LUMO (spin up / spin down) ... 0.0749 / 0.0717 Ha
Multiplicity ... 2
Charge ... -1



Entry 2:
Here is a molecular structure, C20H54AsF9N4O6 in a non-equilibrium geometry from the Open Molecules 2025 dataset. Energies are from wB97M-V/def2-TZVPD.

Structure (XYZ):
```
94
Properties=species:S:1:pos:R:3:forces:R:3
As 0.362 0.737 5.231 -0.09 1.09 1.51
F 1.961 0.366 5.762 0.10 -0.21 -0.23
F 1.643 -0.313 -2.726 -0.58 -0.26 0.14
F 2.762 1.376 -2.085 -0.28 0.22 0.10
F -1.195 1.194 4.556 -0.11 -0.69 -0.33
F 0.643 2.395 5.564 0.23 0.13 -0.51
F -0.338 0.557 6.780 -0.01 -0.26 -0.02
F 0.126 -0.988 4.988 -0.35 -0.23 -0.88
F 0.610 1.440 -1.953 -0.43 -0.25 0.20
F 0.943 0.869 3.566 0.22 -0.33 -0.13
O -2.484 3.538 -4.171 -0.02 -0.07 -0.32
O 2.142 -4.515 -1.218 -0.23 -0.30 -0.05
O 1.553 1.079 0.579 0.31 0.63 -0.30
O -3.459 -0.917 1.895 0.97 -0.37 0.54
O 4.258 -1.990 1.864 -0.78 -0.20 -0.98
O 1.091 -1.000 -0.044 -0.51 -0.24 -0.25
N 1.477 -2.412 2.655 -1.04 0.92 1.15
N -0.220 -3.592 -0.828 -0.33 1.04 0.63
N -0.953 0.440 1.624 -1.16 -0.88 -0.25
N -4.981 3.827 -5.227 0.02 -0.54 0.12
C 3.898 -2.768 2.964 0.62 0.75 1.06
C 1.670 -3.804 -2.348 0.13 0.25 0.71
C 4.535 -0.643 2.153 0.70 0.70 0.51
C -4.306 -1.434 2.915 -0.95 0.52 0.03
C -2.364 0.506 -0.399 0.52 -0.82 -0.98
C -3.766 4.389 -5.976 -1.19 1.13 0.84
C 0.158 -3.798 -2.263 -0.72 -0.31 -0.32
C 1.879 0.068 -0.355 -0.91 -1.37 1.02
C 3.363 -4.034 -0.674 0.58 -0.08 -0.40
C -2.248 0.934 1.041 0.33 1.18 0.01
C 1.885 3.190 1.682 -0.43 -0.65 0.28
C -0.492 -2.745 -3.123 -0.61 0.16 -0.54
C -3.670 5.839 -5.492 1.03 -0.47 0.35
C -1.154 3.316 -3.672 -0.52 0.60 0.20
C 2.607 -2.381 3.665 -0.03 -0.27 0.22
C 2.295 -3.310 4.822 1.15 -0.50 0.01
C -2.567 3.568 -5.572 0.30 -0.33 -0.35
C 1.662 0.637 -1.771 1.90 0.20 -0.49
C -3.391 0.489 1.917 -0.69 0.29 -0.26
C 2.538 2.082 0.855 -0.09 0.65 0.91
H -4.190 -0.916 3.872 0.34 0.01 -0.07
H 4.717 -0.084 1.236 -0.14 -0.37 -0.20
H -1.234 -3.566 -0.725 0.02 -0.44 -0.01
H -0.313 -4.753 -2.500 0.45 -0.22 -0.09
H 0.834 3.266 1.388 0.18 0.52 -0.38
H 0.093 -2.667 -0.456 0.68 0.27 -0.42
H 2.940 -0.212 -0.271 0.17 0.38 -0.26
H -0.247 -2.915 -4.173 0.44 0.12 0.10
H -5.807 4.425 -5.292 0.07 0.01 -0.25
H -0.241 0.334 0.885 0.40 -0.33 0.25
H 1.531 -1.662 1.930 0.17 -0.53 -0.52
H 4.674 -2.627 3.733 -0.01 -0.49 0.01
H -4.747 3.758 -4.230 0.23 0.02 -0.09
H 2.474 -4.358 4.555 -0.82 -0.06 -0.18
H 1.814 2.953 2.744 0.35 -0.10 -0.01
H -1.249 -0.471 1.991 0.63 -0.16 -0.02
H 3.673 -4.758 0.076 -0.15 0.17 0.25
H 0.218 -4.316 -0.256 -0.03 -0.10 -0.14
H -1.288 3.468 -2.606 0.46 -0.20 0.09
H 1.288 -3.341 2.282 0.56 0.06 -0.33
H -2.166 2.021 1.076 -0.26 0.03 0.04
H 2.954 2.550 -0.036 -0.03 -0.41 -0.23
H 2.612 -1.388 4.117 0.00 0.23 -0.59
H -2.852 6.296 -6.050 -0.28 0.34 -0.07
H -5.227 2.884 -5.539 -0.06 0.09 -0.04
H 3.740 -0.127 2.702 -0.08 -0.18 -0.03
H -3.343 5.823 -4.450 -0.05 0.06 -0.02
H -4.326 0.879 1.489 0.10 0.23 0.12
H -1.585 -2.816 -3.150 0.05 -0.11 0.44
H -2.468 -0.576 -0.535 -0.11 0.01 0.41
H 3.328 1.632 1.460 0.14 0.01 -0.34
H -4.147 -2.495 3.073 0.21 -0.05 -0.28
H -0.488 4.082 -4.076 0.07 -0.03 0.06
H -0.219 -1.738 -2.824 0.19 0.06 -0.05
H 3.082 -3.196 5.573 -0.17 0.49 0.06
H 2.442 4.116 1.570 -0.24 0.16 -0.08
H 1.992 -2.762 -2.271 0.15 0.05 -0.21
H 4.174 -4.027 -1.411 -0.22 0.00 -0.13
H 5.463 -0.551 2.732 -0.14 -0.12 0.14
H -4.009 4.363 -7.036 0.14 -0.33 -0.05
H -0.753 2.330 -3.900 -0.23 -0.11 -0.04
H 0.639 -2.197 3.218 0.15 0.23 -0.05
H -2.629 2.542 -5.960 0.01 0.06 -0.15
H -3.271 0.907 2.923 0.01 -0.26 0.07
H -5.342 -1.257 2.600 0.01 -0.26 0.12
H -4.582 6.429 -5.532 -0.06 -0.06 -0.46
H 3.851 -3.815 2.662 0.13 0.01 -0.13
H 3.257 -3.019 -0.285 -0.07 -0.06 0.21
H 1.350 -3.071 5.301 -0.12 -0.28 -0.06
H -3.206 0.938 -0.938 -0.11 0.27 0.37
H 2.013 -4.254 -3.281 -0.03 0.05 -0.04
H -0.540 0.950 2.413 -0.13 0.32 0.04
H -1.697 4.051 -6.032 0.05 -0.09 0.08
H -1.461 0.745 -0.968 -0.05 0.27 0.17
```
Positions in Å, forces in eV/Å.

Properties
HOMO energy ... -13.7 eV
Energy ... -125145.8178 eV
HOMO-LUMO gap ... 8.73 eV
F_max ... 1.97 eV/A
LUMO ... -0.1817 Ha
Multiplicity ... 1
Charge ... +2